# 1
C25H38P2W | the ωB97M-V functional and the def2-TZVPD basis

Last column: natural (NBO) charge in e.
Element x y z (Å)
P1 -0.00637 -2.06346 -4.95746  1.60
P2 0.35235 2.22919 -4.49396  1.29
C1 -0.07018 -0.50428 -5.96218  -0.77
C2 0.89982 0.64933 -5.64829  -0.53
H1 -1.12707 -0.18984 -6.00736  0.27
H2 0.17243 -0.86471 -6.97554  0.28
H3 1.82730 0.29314 -5.17612  0.24
H4 1.18771 1.13141 -6.59388  0.26
C3 -0.35094 3.04544 -6.03188  -0.91
H5 -0.51114 4.11627 -5.83930  0.25
H6 -1.32513 2.58342 -6.24245  0.24
H7 0.28752 2.93252 -6.91211  0.23
C4 1.87294 3.23080 -4.33988  -0.95
H8 2.01373 3.80752 -5.26989  0.27
H9 2.74501 2.57574 -4.19313  0.27
H10 1.78121 3.92637 -3.49200  0.28
C5 -1.02260 -3.27670 -5.81375  -0.99
H11 -1.05050 -4.22422 -5.26016  0.29
H12 -0.58467 -3.46417 -6.80592  0.27
H13 -2.05323 -2.92088 -5.93679  0.28
C6 1.69259 -2.61341 -5.04159  -0.99
H14 2.41314 -1.81423 -4.84987  0.27
H15 1.86374 -2.97369 -6.06610  0.29
H16 1.89529 -3.44346 -4.35800  0.29
W1 1.78757 0.24215 -0.66538  1.10
C7 -1.09633 3.12417 -3.69753  -0.48
C8 -2.09616 2.40304 -3.13873  -0.11
C9 -2.68229 1.17197 -3.75918  -0.44
C10 -2.77694 -0.06112 -2.79770  -0.49
C11 -2.26982 -1.29177 -3.37164  -0.08
C12 -0.90362 -1.71564 -3.36626  -0.57
C13 0.09810 -0.46022 -3.10969  -0.50
C14 0.16691 0.38584 -1.89350  -0.74
C15 1.86371 -1.66487 -0.01829  -1.08
H17 -0.95799 4.19380 -3.46830  0.28
H18 -2.64300 2.74512 -2.24564  0.25
H19 -2.17105 0.91839 -4.70350  0.19
H20 -3.72042 1.40968 -4.06187  0.27
H21 -2.33972 0.20311 -1.82716  0.23
H22 -3.85032 -0.20338 -2.59825  0.25
H23 -3.03335 -2.02613 -3.65513  0.21
H24 -0.67115 -2.50687 -2.61725  0.28
H25 -0.34577 0.28207 -3.80469  0.23
H26 1.13115 -0.69576 -3.42160  0.21
H27 -0.82610 0.69231 -1.56779  0.24
H28 0.54183 1.37904 -2.22887  0.18
H29 2.71264 -1.68831 0.68552  0.26
H30 2.06989 -2.42731 -0.78140  0.24
H31 0.98463 -1.99395 0.54502  0.26
C16 2.25710 2.11402 3.92212  -0.23
C17 2.94807 1.82024 2.72683  -0.13
C18 2.29569 1.88686 1.48165  -0.35
C19 0.87769 1.85649 1.55808  0.00
C20 0.28167 1.01376 0.58844  -0.30
C21 -1.08993 0.74257 0.65606  -0.24
C22 -1.87313 1.33569 1.67194  -0.22
C23 -1.26509 2.01607 2.70343  -0.17
C24 0.14866 2.16001 2.74172  -0.08
C25 0.89122 2.37002 3.92990  -0.11
H32 2.79781 2.11837 4.86747  0.24
H33 3.99717 1.51691 2.77968  0.23
H34 2.81594 2.18456 0.53943  0.24
H35 -1.55654 0.04503 -0.04128  0.19
H36 -2.95626 1.20213 1.63757  0.23
H37 -1.84316 2.40921 3.54085  0.23
H38 0.35746 2.65731 4.84033  0.23

Cartesian forces, eV/Å:
-2.11 0.06 -0.67
-0.58 2.30 -4.70
-0.14 -0.29 -0.03
0.16 0.04 0.81
0.38 -0.09 0.00
-0.07 0.17 0.15
-0.31 0.15 0.00
-0.23 0.18 0.51
0.28 0.08 -0.59
0.03 -0.37 -0.12
0.21 0.15 0.02
-0.02 0.13 0.05
0.41 -0.10 0.35
-0.15 -0.28 0.39
-0.29 0.27 0.13
0.09 -0.30 -0.23
0.27 -0.12 -0.68
0.11 0.24 -0.03
-0.27 -0.07 0.22
0.28 0.04 0.08
0.47 -0.32 0.30
-0.17 -0.09 0.09
-0.18 0.07 0.20
-0.07 0.10 -0.05
-1.12 0.67 1.53
-0.47 -2.08 2.84
-0.08 0.73 -0.50
0.16 -0.46 0.20
-1.35 1.11 0.37
-1.63 -1.57 -0.78
4.44 1.22 1.29
-1.52 0.10 -1.00
-0.16 -0.25 0.64
0.10 -1.10 0.23
0.70 -0.69 0.09
-0.11 0.57 -0.81
-0.07 0.09 0.35
0.53 0.19 0.09
-0.25 -0.27 -0.42
0.38 -0.05 0.01
0.39 0.16 0.00
-0.14 0.05 -0.50
0.31 -1.09 -0.09
-0.39 0.05 0.02
0.59 -0.31 0.28
0.70 0.41 -0.13
0.15 0.04 0.00
0.15 0.02 -0.11
0.01 0.03 -0.09
-0.84 -0.18 0.34
0.32 0.22 -1.24
0.66 0.54 1.80
-0.91 -0.90 0.28
-0.71 0.69 -1.25
0.73 0.43 0.28
0.00 0.02 0.02
-0.12 0.07 0.10
0.40 -0.35 -0.40
0.53 0.28 -0.07
-0.05 0.01 -0.29
-0.17 0.63 -0.03
-0.03 -0.74 0.46
0.07 0.12 0.48
0.31 0.02 0.24
0.07 -0.22 -0.20
0.33 -0.14 -0.22

Computed properties:
* E: -1724.18754 a.u.
* <S²>: 2.036
* spin multiplicity: 3
* HOMO level (alpha / beta): -11.9 / -11.2 eV
* charge: +2
* energy relative to the best compared isomer or geometry (same formula, charge and spin): 405.6 kJ/mol



# 2
C25H39As3N5PbS2 | the ωB97M-V functional and the def2-TZVPD basis

Last column: Löwdin charge in e.
Element x y z (Å)
Pb1 1.80433 1.02230 -1.20081  0.88
N1 5.04203 4.28690 -0.19411  0.09
C1 4.32083 3.19390 -0.45471  -0.86
S1 2.61283 3.31770 -0.16371  0.50
N2 4.97233 2.14870 -0.89231  -0.02
N3 4.27933 1.04840 -1.15851  -0.16
C2 4.92223 0.02040 -1.60061  -0.09
C3 4.22503 -1.21360 -1.83151  -0.28
C4 4.83133 -2.26200 -2.53481  0.00
C5 4.13463 -3.43760 -2.72581  -0.04
C6 2.86333 -3.56200 -2.17461  -0.04
C7 2.34483 -2.48240 -1.48111  -0.16
N4 2.98253 -1.33100 -1.33291  -0.02
H1 4.60063 5.11370 0.16549  0.09
H2 6.03383 4.26780 -0.36191  0.11
H3 5.99283 0.06610 -1.77811  0.13
H4 5.82543 -2.13320 -2.93291  0.12
H5 4.57413 -4.25260 -3.27961  0.12
H6 2.28633 -4.46540 -2.29541  0.11
H7 1.37403 -2.53660 -1.00101  0.05
C8 3.15543 0.23750 2.18749  -0.28
As1 1.34493 0.38450 1.46499  1.02
C9 0.73593 1.81570 2.68049  -0.28
C10 0.60133 -1.29980 2.24109  -0.31
C11 -0.87047 -1.70180 2.04259  -0.71
C12 -1.16317 -2.80080 3.07569  -0.07
C13 -1.14317 -2.29660 0.65829  -0.36
As2 -0.97597 -1.12420 -0.94541  1.09
C14 -2.83767 -0.50830 -1.07281  -0.32
C15 -1.24147 -2.56080 -2.27971  -0.29
C16 -1.77237 -0.49620 2.28969  -0.38
As3 -3.74337 -0.86180 2.28439  1.14
C17 -4.29387 1.02990 2.33879  -0.33
C18 -4.04037 -1.14530 4.20949  -0.34
H8 3.70493 -0.55350 1.68099  0.03
H9 3.15853 0.04940 3.26289  0.04
H10 3.66913 1.17960 1.99689  0.02
H11 0.87813 1.51340 3.72069  0.04
H12 -0.30757 2.07980 2.52329  0.01
H13 1.35333 2.69310 2.48009  0.00
H14 0.78873 -1.19420 3.31759  0.09
H15 1.25653 -2.09550 1.87139  0.08
H16 -0.48167 -3.63980 2.94799  0.09
H17 -2.18107 -3.16900 2.94709  0.07
H18 -1.05537 -2.42030 4.08979  0.09
H19 -2.17307 -2.67200 0.65539  0.06
H20 -0.48207 -3.15780 0.51759  0.08
H21 -3.52027 -1.29100 -0.73941  0.01
H22 -3.06737 -0.25290 -2.10691  0.02
H23 -2.99877 0.37650 -0.46111  0.00
H24 -2.12007 -3.15740 -2.03681  0.04
H25 -0.37757 -3.21780 -2.35991  0.00
H26 -1.40897 -2.10430 -3.25621  0.02
H27 -1.56897 0.23790 1.49449  0.03
H28 -1.51367 -0.03370 3.24789  0.08
H29 -4.06057 1.55880 1.41629  0.00
H30 -3.81777 1.54630 3.17139  0.02
H31 -5.37307 1.07510 2.48229  0.02
H32 -3.76927 -2.14760 4.53299  0.01
H33 -5.10387 -1.01200 4.40749  0.02
H34 -3.48797 -0.41900 4.80359  0.02
S2 -2.35567 3.98690 -0.67591  1.09
C19 -0.89687 3.11970 -0.37711  -0.48
N5 -0.54137 2.25730 -1.26411  -0.11
C20 -1.42127 2.22550 -2.31321  -0.36
C21 -1.32867 1.43370 -3.45701  -0.05
C22 -2.30367 1.54840 -4.42501  -0.07
C23 -3.37687 2.42760 -4.26861  -0.07
C24 -3.49297 3.21750 -3.14351  -0.07
C25 -2.50767 3.11460 -2.17351  -0.46
H35 -0.30687 3.32170 0.49549  0.04
H36 -0.49947 0.74910 -3.57231  0.09
H37 -2.24237 0.94980 -5.32161  0.11
H38 -4.12517 2.49640 -5.04281  0.11
H39 -4.31977 3.89810 -3.01471  0.11

Cartesian forces, eV/Å:
-0.41 -0.15 -1.39
0.20 0.23 0.06
-0.53 -0.35 0.02
-0.17 0.46 0.28
1.30 0.36 -0.18
0.00 -0.78 0.17
0.20 1.20 0.30
-0.40 -1.03 -0.27
-0.13 0.32 0.15
-0.25 -0.01 0.17
0.14 0.08 -0.13
-0.17 -0.25 -0.03
0.49 -0.15 0.31
0.03 -0.03 -0.04
0.01 0.01 0.00
0.01 0.13 -0.03
0.11 0.02 -0.02
0.05 -0.06 -0.05
-0.02 -0.08 0.07
0.00 -0.08 -0.11
0.10 0.03 -0.09
0.03 -0.26 1.42
0.00 -0.07 -0.20
0.13 0.24 -0.10
0.01 0.08 -0.02
-0.01 0.12 -0.17
-0.07 -0.05 -0.11
-0.45 -0.53 -0.12
-0.05 0.02 0.08
0.05 0.10 0.02
-0.17 0.13 0.05
0.09 0.20 0.14
-0.02 -0.03 0.01
0.05 0.00 0.01
-0.04 -0.07 -0.04
-0.17 -0.02 -0.09
-0.03 0.03 -0.03
0.00 -0.10 -0.14
-0.02 -0.11 -0.02
0.03 -0.09 -0.02
0.07 0.04 -0.16
0.05 0.04 0.04
0.05 -0.10 0.01
-0.03 -0.07 0.04
-0.01 0.03 0.12
0.15 -0.06 -0.12
-0.01 0.01 -0.13
0.07 0.00 -0.02
0.10 0.00 0.00
-0.01 0.10 0.03
-0.01 0.01 0.12
0.04 0.01 0.05
0.04 0.06 0.04
-0.22 0.07 0.15
-0.06 0.07 -0.02
0.06 -0.07 -0.10
0.06 0.00 0.04
0.00 -0.05 0.00
0.05 -0.04 -0.09
-0.01 0.02 -0.06
0.05 0.05 0.01
0.08 -0.20 -0.20
-0.31 0.18 -0.05
0.32 0.12 0.51
-0.87 0.41 -0.40
0.10 -0.01 -0.03
0.11 -0.09 0.04
-0.11 0.11 0.06
-0.08 -0.03 -0.06
0.34 -0.14 0.21
0.13 0.09 0.33
0.05 -0.03 -0.03
0.03 -0.05 -0.05
-0.07 0.00 -0.07
-0.10 0.06 -0.06

Computed properties:
* E: -8946.17365 a.u.
* HOMO level: -10.5 eV
* charge: +1